{"formula": "C4H6S", "method": "ωB97M-V/def2-TZVPD", "largest_force_ev_per_a": 5.26, "total_energy_ha": -554.0899, "charge": 0, "spin_multiplicity": 1, "species": ["C", "C", "C", "C", "S", "H", "H", "H", "H", "H", "H"], "positions_angstrom": [[-1.33935, -0.34519, 0.38331], [-0.48192, -1.33130, -0.00398], [-0.41769, 0.83472, 0.16299], [0.66495, -0.14708, -0.48113], [2.30839, -0.26011, 0.35157], [-2.33852, -0.50081, 0.60339], [-0.57034, -2.37256, -0.00149], [-0.71099, 1.73143, -0.44315], [-0.20870, 1.45479, 1.06641], [0.81467, -0.05823, -1.62875], [2.27950, 0.99434, -0.00918]], "atomic_forces_ev_per_a": [[3.072, -1.340, -1.599], [0.946, 5.156, -0.447], [-0.189, 1.363, -0.272], [-2.058, -2.484, 0.462], [-1.154, -0.202, -0.474], [-1.853, 0.300, 0.877], [0.138, -1.390, -0.285], [-0.248, -1.207, -0.495], [0.677, -1.257, 0.000], [-0.475, -0.133, 2.070], [1.143, 1.193, 0.163]]}